[1]
18
Properties=species:S:1:pos:R:3 method="wB97M-V/def2-TZVPD" homo_lumo_gap_ev="8.64 / 6.26" energy_ev=-12957.4361 de_lowest_ev=7.270 lumo_ev="-0.301 / -1.264" homo_ha="-0.32876 / -0.27654"
C 1.01 1.61 -1.28
C 1.22 0.57 -0.23
C 0.00 -1.60 0.22
C -1.06 0.62 0.88
C 0.09 -0.13 0.37
N 0.90 -0.07 2.96
O 1.85 -0.63 3.43
O 0.04 0.61 3.48
O 1.38 1.94 0.02
H 1.76 1.74 -2.05
H -0.01 1.87 -1.57
H 2.14 0.01 -0.30
H -0.50 -2.06 1.07
H 0.99 -2.05 0.10
H -0.59 -1.84 -0.67
H -1.98 0.06 0.83
H -0.90 0.86 1.96
H -1.16 1.60 0.41

***

[2]
19
Properties=species:S:1:pos:R:3 method="wB97M-V/def2-TZVPD" homo_lumo_gap_ev="7.92 / 5.67" total_charge=+1 energy_ev=-22238.5320 lumo_ev="-3.359 / -9.995" multiplicity=3 homo_ha="-0.41445 / -0.57553"
C -3.59 0.21 -2.38
C 1.23 0.09 -0.07
C 1.16 -0.46 -1.49
C -0.16 0.16 0.45
C -0.36 0.72 1.87
N -2.44 0.22 -2.38
O -1.13 2.42 -2.53
O 0.40 0.23 -2.46
O -0.88 1.10 -0.41
P -0.70 1.20 -1.95
H -4.70 0.40 -2.40
H 1.81 -0.63 0.70
H 1.78 1.04 -0.07
H 2.12 -0.33 -1.88
H 0.81 -1.46 -1.58
H -0.78 -0.70 0.39
H -0.45 1.82 2.01
H 0.42 0.44 2.63
H -1.11 0.31 2.58

***

[3]
20
Properties=species:S:1:pos:R:3 method="wB97M-V/def2-TZVPD" homo_lumo_gap_ev="7.82 / 8.12" energy_ev=-34628.9228 de_lowest_ev=0.000 lumo_ev="0.609 / -1.699" multiplicity=3 homo_ha="-0.26496 / -0.36068"
C -2.59 0.67 1.09
C -0.65 -0.39 -0.22
C -1.44 -0.28 1.06
C 2.44 0.12 -2.83
C 2.32 1.58 -0.61
N -1.54 -1.38 1.95
O -2.71 1.57 0.31
O -3.46 0.41 2.06
O 1.14 -0.43 1.73
S 3.47 0.82 -1.48
S 0.30 0.53 1.02
H -0.28 -1.36 -0.50
H 1.93 0.94 -3.32
H 1.72 -0.57 -2.40
H 3.10 -0.40 -3.52
H 2.80 2.08 0.24
H -1.02 0.22 -1.03
H -0.66 -1.50 2.45
H -1.72 -2.25 1.45
H -3.16 -0.38 2.55

***

[4]
19
Properties=species:S:1:pos:R:3 method="wB97M-V/def2-TZVPD" smiles="CN1C(=O)CCOC1=O.O" homo_lumo_gap_ev=10.94 energy_ev=-15011.8100 de_lowest_ev=0.434 lumo_ev=0.616 homo_ha=-0.37937
C -1.60 -0.71 -1.76
N -0.92 -0.36 -0.52
C -0.97 -1.25 0.55
O -1.52 -2.33 0.45
C -0.30 -0.77 1.81
C 0.82 0.18 1.49
O 0.35 1.23 0.64
C -0.39 0.93 -0.44
O -0.69 1.79 -1.23
H -1.89 0.20 -2.31
H -0.93 -1.30 -2.39
H -2.49 -1.28 -1.52
H -1.07 -0.27 2.43
H 0.06 -1.64 2.36
H 1.22 0.67 2.38
H 1.64 -0.33 0.96
O 2.83 1.37 -1.06
H 2.94 1.76 -0.17
H 2.89 2.12 -1.66

***

[5]
19
Properties=species:S:1:pos:R:3 method="wB97M-V/def2-TZVPD" smiles="COC#[N+][O-].COC(C)=O" homo_lumo_gap_ev=9.41 energy_ev=-15006.3336 de_lowest_ev=5.910 lumo_ev=0.196 homo_ha=-0.33863
C 2.20 2.30 0.15
O 1.66 0.99 0.31
C 0.40 0.88 0.00
N -0.42 1.39 -0.69
O -1.52 1.59 -1.13
H 2.01 2.67 -0.86
H 3.27 2.21 0.32
H 1.76 2.99 0.87
C -1.54 -1.79 -1.58
O -0.59 -1.66 -0.53
C -0.94 -0.93 0.55
C 0.09 -1.14 1.65
O -2.00 -0.39 0.69
H -1.06 -1.51 -2.51
H -2.40 -1.14 -1.39
H -1.86 -2.83 -1.63
H 1.07 -1.38 1.23
H 0.15 -0.27 2.30
H -0.25 -1.98 2.25

***

[6]
19
Properties=species:S:1:pos:R:3 method="wB97M-V/def2-TZVPD" smiles="N[C@@H](CCC(=O)O)C(=O)O" homo_lumo_gap_ev=10.94 energy_ev=-15010.7158 de_lowest_ev=1.528 lumo_ev=0.424 homo_ha=-0.38641
N -1.06 0.60 2.23
C 0.09 0.55 1.12
C -0.31 -0.54 0.06
C 0.57 -0.58 -1.20
C 0.22 -1.85 -1.87
O -0.60 -2.66 -1.70
O 1.27 -2.16 -2.84
C 0.14 1.99 0.60
O 0.54 2.29 -0.51
O -0.41 2.93 1.40
H -1.74 0.32 1.53
H -0.97 -0.21 2.81
H 1.08 0.40 1.53
H -0.40 -1.49 0.62
H -1.37 -0.47 -0.26
H 1.60 -0.60 -1.04
H 0.41 0.34 -1.79
H 1.77 -1.27 -2.82
H -0.83 2.40 2.13

***

[7]
19
Properties=species:S:1:pos:R:3 method="wB97M-V/def2-TZVPD" homo_lumo_gap_ev=7.52 energy_ev=-15006.2191 de_lowest_ev=6.025 lumo_ev=0.265 homo_ha=-0.26649
C -3.48 0.11 0.20
N -2.25 0.86 0.36
C -1.16 0.60 -0.33
O -0.90 -0.48 -0.92
C 0.15 1.29 0.13
O 0.19 1.97 1.17
C 1.09 0.43 -0.41
C 2.16 0.36 -1.38
O 2.71 0.34 -0.02
H -3.30 -0.97 0.33
H -4.19 0.44 0.97
H -3.91 0.28 -0.79
H -2.13 1.47 1.16
H 2.32 -0.58 -1.91
H 2.44 1.30 -1.88
H 2.86 -0.61 0.28
H 1.76 -2.37 0.67
O 2.69 -2.13 0.74
H 2.95 -2.31 1.65

***

[8]
17
Properties=species:S:1:pos:R:3 method="wB97M-V/def2-TZVPD" smiles="CC(C)[C@@H]1OC=NS1" homo_lumo_gap_ev=9.19 energy_ev=-19701.9027 de_lowest_ev=2.401 lumo_ev=0.700 homo_ha=-0.31204
C -0.17 1.44 0.79
C 0.20 0.69 -0.49
C -0.61 0.87 -1.81
C 0.58 -0.82 -0.19
O -0.60 -1.56 0.37
C -0.14 -2.22 1.49
N 0.97 -2.00 2.00
S 1.94 -1.03 0.92
H -0.34 2.53 0.75
H -1.14 0.99 0.99
H 0.69 1.28 1.57
H 1.16 1.16 -0.63
H -1.57 0.44 -1.69
H -0.73 1.91 -1.98
H -0.06 0.60 -2.74
H 0.85 -1.25 -1.14
H -0.99 -3.04 1.78

***

[9]
17
Properties=species:S:1:pos:R:3 method="wB97M-V/def2-TZVPD" homo_lumo_gap_ev=9.69 energy_ev=-19701.0991 de_lowest_ev=3.204 lumo_ev=0.506 homo_ha=-0.33735
N 3.30 -0.01 -0.56
O 0.76 -0.78 1.96
C 2.13 0.03 -0.58
S 0.34 0.39 1.31
C -1.46 0.12 1.65
C 0.04 1.36 -0.95
C 0.05 -1.34 -0.93
C 0.64 0.00 -0.38
H -2.04 0.90 1.17
H -1.62 0.16 2.75
H -1.73 -0.84 1.26
H 0.70 2.30 -0.80
H -1.01 1.46 -0.72
H 0.25 1.25 -2.05
H -1.06 -1.40 -0.70
H 0.13 -1.39 -2.00
H 0.58 -2.24 -0.44

***

[10]
17
Properties=species:S:1:pos:R:3 method="wB97M-V/def2-TZVPD" smiles=N[C@]12COC[C@H]1[C@H]2S homo_lumo_gap_ev=9.03 energy_ev=-19700.8610 de_lowest_ev=3.442 lumo_ev=0.831 homo_ha=-0.30125
N -1.72 1.75 0.42
C -0.78 0.83 0.10
C 0.57 1.24 -0.72
O 0.84 0.11 -1.46
C -0.22 -0.72 -1.57
C -1.10 -0.72 -0.35
C -0.33 -0.39 0.97
S 1.30 -1.06 1.32
H -2.56 1.31 0.53
H -1.43 2.47 1.13
H 0.37 1.98 -1.58
H 1.38 1.56 -0.11
H -0.84 -0.45 -2.45
H 0.23 -1.74 -1.98
H -2.14 -0.93 -0.33
H -0.98 -0.46 1.86
H 1.72 -1.29 0.03